1.
{
  "formula": "C33H47Cl3MnN4OSi4",
  "method": "ωB97M-V/def2-TZVPD",
  "orbital_gap_ev": [3.72, 3.55],
  "total_energy_ev": -143384.5183,
  "lumo_ev": [-0.93, -1.98],
  "s2": 8.798,
  "total_charge": 0,
  "spin_multiplicity": 6,
  "elements": ["Mn", "C", "N", "C", "C", "C", "C", "C", "C", "N", "C", "C", "C", "C", "C", "C", "N", "C", "C", "C", "C", "C", "N", "H", "H", "H", "H", "H", "H", "H", "H", "H", "H", "H", "H", "H", "H", "H", "H", "H", "H", "Cl", "C", "C", "C", "Cl", "C", "O", "C", "Cl", "C", "H", "H", "C", "Si", "C", "C", "Si", "Si", "C", "C", "C", "Si", "C", "C", "C", "H", "H", "H", "H", "H", "H", "H", "H", "H", "H", "H", "H", "H", "H", "H", "H", "H", "H", "H", "H", "H", "H", "H", "H", "H", "H", "H"],
  "positions_angstrom": [[-1.480, 0.080, -1.371], [-1.627, 0.995, -4.200], [-2.525, 1.104, -3.009], [-2.662, 2.577, -2.564], [-2.824, 2.654, -1.071], [-3.526, 3.659, -0.388], [-3.456, 3.728, 1.029], [-2.516, 2.878, 1.687], [-1.990, 1.834, 0.926], [-2.166, 1.715, -0.369], [-3.878, 0.566, -3.248], [-3.878, -1.628, -1.584], [-4.475, -2.996, -1.627], [-3.787, -4.116, -1.232], [-2.446, -4.022, -0.700], [-1.878, -2.730, -0.719], [-2.480, -1.673, -1.209], [-0.313, 0.356, -3.862], [0.612, -0.022, -4.831], [1.885, -0.462, -4.530], [2.282, -0.471, -3.123], [1.267, -0.286, -2.223], [0.016, 0.142, -2.591], [-1.423, 2.013, -4.594], [-2.174, 0.464, -5.046], [-3.541, 3.125, -3.061], [-1.748, 3.113, -2.831], [-4.120, 4.431, -0.896], [-4.089, 4.445, 1.583], [-2.316, 2.929, 2.768], [-1.464, 0.994, 1.429], [-4.287, 0.801, -4.271], [-4.511, 0.953, -2.503], [-5.496, -3.114, -1.949], [-4.313, -5.059, -1.359], [-1.894, -4.870, -0.332], [-0.832, -2.647, -0.376], [0.250, 0.052, -5.871], [2.517, -0.850, -5.317], [3.292, -0.378, -2.767], [1.441, -0.489, -1.187], [-8.116, -1.623, -3.630], [-6.630, -1.087, -2.921], [-5.478, -1.194, -3.598], [-4.082, -0.969, -3.052], [-2.949, -1.932, -4.256], [-4.584, -0.840, -0.391], [-3.952, -0.802, 0.703], [-5.920, -0.339, -0.513], [-6.437, 0.780, 0.672], [-6.785, -0.622, -1.561], [-5.492, -1.476, -4.636], [-7.832, -0.475, -1.287], [2.389, -3.631, 2.657], [2.423, -1.838, 3.352], [3.579, -1.778, 4.881], [0.556, -1.458, 3.880], [3.057, -0.193, 1.718], [5.401, -0.337, 1.190], [6.490, 0.310, 2.580], [6.118, -2.114, 0.942], [5.687, 0.733, -0.419], [2.771, 1.991, 2.601], [2.489, 3.181, 1.132], [4.149, 2.705, 3.671], [1.215, 2.193, 3.627], [2.963, -4.229, 3.402], [2.839, -3.764, 1.622], [1.379, -4.040, 2.680], [3.089, -2.037, 5.854], [4.092, -0.852, 5.023], [4.371, -2.530, 4.846], [-0.017, -2.359, 3.645], [0.160, -0.571, 3.401], [0.605, -1.224, 4.947], [6.275, 0.005, 3.661], [6.450, 1.378, 2.532], [7.508, -0.046, 2.443], [5.288, -2.775, 0.620], [6.491, -2.455, 1.898], [6.892, -2.060, 0.197], [6.093, 0.227, -1.329], [6.279, 1.626, -0.166], [4.690, 1.105, -0.818], [1.903, 4.043, 1.483], [1.832, 2.743, 0.373], [3.377, 3.561, 0.579], [4.981, 3.179, 3.130], [4.510, 1.956, 4.361], [3.665, 3.478, 4.270], [0.437, 2.345, 2.889], [1.346, 3.022, 4.330], [0.984, 1.297, 4.172]],
  "mulliken_charge": [-0.815, -1.236, 1.194, -1.152, 0.704, -0.945, -0.463, -0.715, -0.375, 0.679, -2.373, 1.762, -1.465, -0.398, -1.311, -0.078, 0.617, 0.933, -0.991, -0.415, -0.678, -0.305, 0.342, 0.614, 0.433, 0.287, 0.571, 0.392, 0.401, 0.436, 0.723, 0.259, 0.786, 0.261, 0.413, 0.401, 0.213, 0.410, 0.433, 0.428, 0.612, -0.245, -0.049, -1.075, 1.787, -0.260, -0.172, -0.778, 0.107, -0.233, -0.585, 0.463, 0.374, -1.209, 0.796, -1.273, -0.819, -0.188, 0.637, -1.115, -1.209, -1.126, 0.610, -1.076, -1.137, -0.644, 0.324, 0.268, 0.389, 0.396, 0.296, 0.363, 0.412, -0.146, 0.330, 0.252, 0.331, 0.406, 0.287, 0.304, 0.397, 0.354, 0.350, 0.179, 0.360, 0.185, 0.333, 0.307, 0.293, 0.410, -0.211, 0.419, 0.243]
}


2.
{
  "formula": "C33H47GaN5O3P4",
  "method": "ωB97M-V/def2-TZVPD",
  "orbital_gap_ev": 8.65,
  "total_energy_ev": -138092.3323,
  "lumo_ev": -7.81,
  "total_charge": 3,
  "elements": ["Ga", "C", "N", "P", "C", "C", "C", "C", "C", "C", "C", "C", "C", "C", "C", "C", "P", "C", "C", "C", "C", "C", "C", "C", "C", "C", "C", "C", "C", "H", "H", "H", "H", "H", "H", "H", "H", "H", "H", "H", "H", "H", "H", "H", "H", "H", "H", "H", "H", "H", "H", "H", "C", "N", "C", "P", "O", "O", "P", "O", "N", "C", "C", "N", "C", "C", "N", "C", "C", "H", "H", "H", "H", "H", "H", "H", "H", "H", "H", "H", "H", "H", "H", "H", "H", "H", "H", "H", "H", "H", "H", "H", "H"],
  "positions_angstrom": [[0.129, -0.072, -0.200], [-2.019, 3.089, -2.073], [-1.319, 1.983, -1.380], [0.043, 2.286, -0.411], [1.327, 3.065, -1.365], [1.275, 4.429, -1.673], [2.237, 4.981, -2.502], [3.252, 4.184, -3.018], [3.313, 2.830, -2.710], [2.351, 2.271, -1.887], [-0.450, 3.304, 0.964], [0.393, 4.277, 1.503], [-0.026, 5.011, 2.603], [-1.273, 4.775, 3.164], [-2.108, 3.792, 2.641], [-1.698, 3.052, 1.547], [-1.540, 0.363, -1.818], [-1.131, 0.068, -3.522], [0.184, -0.273, -3.851], [0.549, -0.417, -5.177], [-0.398, -0.222, -6.176], [-1.708, 0.111, -5.855], [-2.082, 0.255, -4.529], [-3.240, -0.093, -1.534], [-4.101, 0.726, -0.803], [-5.413, 0.327, -0.593], [-5.858, -0.888, -1.096], [-4.998, -1.711, -1.814], [-3.691, -1.316, -2.042], [-1.324, 3.632, -2.713], [-2.459, 3.767, -1.343], [-2.812, 2.681, -2.697], [0.492, 5.058, -1.267], [2.198, 6.034, -2.745], [4.005, 4.623, -3.659], [4.112, 2.221, -3.110], [2.404, 1.212, -1.649], [1.366, 4.470, 1.071], [0.617, 5.775, 3.015], [-1.600, 5.360, 4.013], [-3.078, 3.612, 3.084], [-2.348, 2.285, 1.142], [0.922, -0.441, -3.072], [1.562, -0.690, -5.438], [-0.114, -0.339, -7.214], [-2.439, 0.255, -6.639], [-3.108, 0.502, -4.283], [-3.765, 1.680, -0.420], [-6.090, 0.970, -0.047], [-6.885, -1.190, -0.938], [-5.355, -2.651, -2.213], [-3.033, -1.949, -2.626], [-2.507, -3.068, 3.116], [-1.323, -3.161, 2.241], [-1.408, -4.243, 1.250], [-0.223, -1.998, 2.256], [-0.484, -0.722, 1.441], [1.025, -2.730, 1.517], [2.215, -2.062, 0.688], [1.645, -1.138, -0.399], [2.953, -3.319, 0.016], [3.055, -4.651, 0.639], [3.940, -3.075, -1.053], [3.004, -1.130, 1.768], [3.752, 0.067, 1.346], [3.646, -1.847, 2.888], [0.096, -1.564, 3.766], [0.412, -0.189, 4.178], [0.262, -2.568, 4.830], [-2.625, -4.004, 3.662], [-3.399, -2.892, 2.515], [-2.397, -2.256, 3.831], [-1.385, -5.205, 1.761], [-0.583, -4.200, 0.546], [-2.347, -4.160, 0.702], [2.286, -4.785, 1.394], [4.037, -4.788, 1.093], [2.916, -5.404, -0.135], [3.799, -2.087, -1.487], [3.794, -3.817, -1.836], [4.956, -3.159, -0.666], [3.256, 0.557, 0.511], [4.775, -0.182, 1.055], [3.791, 0.763, 2.183], [3.027, -2.682, 3.217], [3.758, -1.155, 3.722], [4.634, -2.220, 2.610], [0.280, 0.500, 3.351], [1.443, -0.138, 4.532], [-0.250, 0.101, 4.993], [0.016, -3.562, 4.464], [-0.400, -2.325, 5.661], [1.292, -2.564, 5.188]],
  "mulliken_charge": [0.938, -1.070, 0.349, 1.086, 0.665, -0.440, -0.852, -0.619, -1.226, -0.161, 0.858, -0.657, -0.791, -0.595, -0.872, -0.626, 0.461, 0.859, -0.247, -0.888, -0.527, -0.780, -0.485, 1.300, -0.454, -0.852, -0.624, -0.778, -1.061, 0.289, 0.394, 0.424, 0.579, 0.471, 0.443, 0.503, 0.350, 0.525, 0.480, 0.455, 0.498, 0.311, 0.091, 0.485, 0.440, 0.466, 0.498, 0.288, 0.490, 0.468, 0.484, 0.504, -1.058, 0.512, -0.851, -1.752, 0.632, 0.485, -0.907, 0.318, 0.457, -0.905, -0.910, 0.922, -0.771, -0.983, 0.616, -0.746, -1.113, 0.371, 0.320, 0.351, 0.327, 0.207, 0.317, 0.187, 0.332, 0.364, 0.140, 0.377, 0.328, 0.160, 0.286, 0.343, 0.246, 0.401, 0.314, 0.084, 0.259, 0.371, 0.354, 0.402, 0.367]
}